C15H25N3OS in the gas phase, computed with ωB97M-V/def2-TZVPD.

Net charge: 0
HOMO level (eV): -8.010
SMILES: CC1(C)CC(NC(=S)NCc2ccco2)CC(C)(C)N1
Spin multiplicity: 1
Gap between HOMO and LUMO (eV): 8.62
Total energy (hartree): -1224.2677
Lowest unoccupied orbital energy (hartree): 0.0225
Energy relative to the best compared isomer or geometry (same formula, charge and spin) (kJ/mol): 2.7

Geometry as XYZ:
```
45
Properties=species:S:1:pos:R:3:forces:R:3:lowdin_charge:R:1
C 1.963116 2.770645 -1.318083 -0.03 -0.32 0.05 -0.03
H 1.181587 3.098781 -0.638400 -0.10 0.03 0.07 0.07
H 1.686653 3.066398 -2.327314 -0.02 0.09 -0.14 0.09
H 2.885482 3.283698 -1.051940 0.11 0.09 0.01 0.08
C 2.168161 1.247189 -1.251696 0.04 0.28 -0.39 -0.56
N 2.537611 0.777149 0.077506 0.31 -0.04 0.08 0.04
H 3.179381 1.428584 0.512207 0.04 -0.03 0.02 0.13
C 1.535532 0.336283 1.030749 -0.20 -0.08 0.44 -0.55
C 0.563923 1.440312 1.497405 0.19 -0.20 -0.09 -0.03
H 1.122684 2.301340 1.860261 0.04 0.12 0.03 0.08
H -0.094811 1.771561 0.699146 -0.11 0.07 -0.10 0.06
H -0.053694 1.068100 2.311981 -0.13 -0.03 0.08 0.08
C 0.750771 -0.847547 0.419522 0.27 0.08 -0.10 -0.07
C 0.850047 -0.882774 -1.114313 -0.11 0.35 0.12 -0.28
N -0.171008 -1.727771 -1.710227 0.22 -0.06 0.01 0.02
C -1.517495 -1.646470 -1.640786 0.12 0.02 -0.22 -0.87
N -2.090153 -0.530199 -1.136086 0.56 0.24 0.08 0.02
H -1.492769 0.115322 -0.642143 -0.04 -0.03 -0.08 0.10
C -3.485672 -0.492755 -0.742532 -0.14 0.13 0.34 -0.14
C -3.640633 -0.883863 0.690566 -0.29 -0.80 -0.35 -0.27
C -3.905173 -2.085767 1.275822 0.03 0.51 -0.38 -0.02
C -3.840820 -1.867764 2.674436 0.15 0.50 0.23 -0.06
C -3.533883 -0.553681 2.834513 -0.09 -0.66 0.51 -0.13
O -3.404297 0.053233 1.641141 0.08 0.41 -0.30 0.03
H -3.387980 0.050245 3.708145 0.03 0.16 0.06 0.12
H -4.000740 -2.591133 3.447112 -0.03 -0.09 0.22 0.10
H -4.117206 -3.004139 0.768921 -0.02 -0.17 -0.20 0.11
H -4.024609 -1.197215 -1.378882 0.04 0.20 0.12 0.07
H -3.859853 0.521949 -0.901706 -0.03 -0.10 -0.02 0.13
S -2.410606 -2.897654 -2.259409 -0.46 -0.69 -0.28 0.62
H 0.139161 -2.579314 -2.152605 -0.13 0.08 0.07 0.11
C 0.888536 0.527369 -1.708988 0.28 -0.17 0.18 -0.08
H 0.872890 0.459290 -2.797354 -0.03 0.05 -0.02 0.13
H 0.016007 1.107081 -1.409732 -0.07 0.05 -0.02 0.10
H 1.802874 -1.354004 -1.370410 -0.14 0.01 0.00 0.15
H 1.148737 -1.787866 0.803125 -0.05 -0.04 0.01 0.12
H -0.289863 -0.795648 0.740332 -0.05 -0.05 0.03 0.11
C 2.306345 -0.155904 2.263188 -0.16 0.08 -0.25 -0.04
H 2.794899 0.676426 2.765365 0.07 0.12 0.11 0.08
H 3.067766 -0.869517 1.960073 0.06 -0.10 -0.03 0.09
H 1.631036 -0.634589 2.967412 -0.08 -0.03 0.12 0.09
C 3.337701 0.886688 -2.181462 -0.33 0.05 0.11 -0.04
H 3.494477 -0.187595 -2.198280 0.04 -0.14 -0.01 0.08
H 3.144179 1.232242 -3.193354 0.01 0.07 -0.17 0.08
H 4.251710 1.353278 -1.823224 0.13 0.05 0.04 0.08
```
Forces are in eV/Å.